C4H6N2OS | wB97M-V/def2-TZVPD

Properties
**SMILES string**: Cc1nc(S)[nH]c1O
**Energy above the lowest of the compared OMol25 structures with the same formula, charge and spin**: 29.3 kcal per mole

Positions of all 14 atoms, in Å:
C (-0.12, -2.08, 0.09)
C (-0.06, -0.57, 0.00)
C (-0.74, 1.41, -0.46)
C (0.91, 0.27, 0.43)
H (0.73, -2.56, -0.48)
H (-0.09, -2.43, 1.13)
H (-1.03, -2.40, -0.36)
H (-2.66, 2.10, -1.48)
H (1.00, 2.39, 0.34)
H (2.24, -0.81, 1.19)
N (-1.11, 0.17, -0.57)
N (0.48, 1.56, 0.14)
O (2.10, 0.12, 1.04)
S (-1.65, 2.82, -1.01)